# 1
The following is a quantum chemistry calculation of a cluster of 2 separate species, C4H14NO in total, from OMol25.

Molecular weight, g mol⁻¹: 92.16
Total energy, eV: -7906.7650
ΔE to the lowest compared entry with this formula, charge and spin, eV: 0.1893
Total charge: +1

Geometry as XYZ:
```
20
C4H14NO, DFT wB97M-V/def2-TZVPD
O -2.03133 -0.42568 2.06944
N 0.35982 0.00699 0.61010
C 1.35065 0.92866 1.24699
C -1.19833 -0.51940 -1.26915
C 0.09329 0.21001 -0.86354
C 1.31681 -0.18976 -1.68054
H -1.35645 -1.40853 -0.66412
H -1.14537 -0.77600 -2.31957
H 1.30165 1.88824 0.75393
H -2.85867 0.00087 1.78910
H 1.13296 0.96966 2.30572
H 1.22760 0.19172 -2.68774
H 2.24330 0.19963 -1.24970
H 0.63414 -0.96815 0.71640
H -0.07186 1.26645 -1.00774
H 1.45948 -1.27085 -1.68418
H -0.55196 0.08146 1.08964
H 2.33904 0.51526 1.10390
H -2.05330 0.15077 -1.17463
H -2.19147 -0.85135 2.91567
```



# 2
The following is a quantum chemistry calculation of a structure of composition C34H72IN3O13PS7, from OMol25.

Molecular weight, g mol⁻¹: 1113.30
Total energy, eV: -160737.6042
Total charge: +1

Geometry as XYZ:
```
131
C34H72IN3O13PS7, DFT wB97M-V/def2-TZVPD
I 0.62470 2.84203 -2.68801
S -3.67386 -0.42304 -10.59599
S -3.00461 2.32751 -7.04355
S -0.62554 2.34477 7.64769
S 10.51466 -0.79207 4.35343
S 6.17682 -0.95237 1.18815
S -2.83214 -2.24251 9.55345
S -1.89482 -1.45320 -5.30082
P 5.05263 -0.44589 -0.32908
O -3.68887 1.23524 -6.39052
O 0.59665 1.55113 3.64697
O -2.94626 -2.56924 8.15441
O -3.21697 -0.87131 -9.30244
O -1.75361 3.16798 8.00086
O -0.80684 -0.62534 -5.76548
O -3.74348 3.42239 -7.62192
O -0.02258 2.44791 6.33303
O -2.82197 0.35642 -11.45975
O 11.78328 -0.22071 3.98685
O -1.88252 -1.25479 10.01324
O 9.62941 -0.12087 5.27179
O -1.74551 -2.26712 -4.11606
N 1.44537 1.35587 -0.09251
N 4.03499 1.60951 1.16185
N -2.29505 1.69672 1.31137
C -2.62192 -3.75510 10.49895
C -6.08727 -0.09776 -11.55972
C -3.87052 -3.88155 11.38206
C -4.31619 -1.82477 -11.51783
C 10.75176 -2.47549 4.91073
C -1.86834 1.68773 -8.25973
C -2.48032 -2.45939 -6.66773
C 0.33889 1.49742 -0.99156
C 9.53377 -2.73491 2.80842
C 0.28568 0.09562 8.62188
C -0.40304 2.61881 -6.54750
C -3.35872 -0.43643 -5.15568
C 9.61673 -3.25326 4.25125
C -3.91366 -1.99119 -6.95403
C 2.87952 2.42614 1.67607
C -4.45394 -1.83463 10.18716
C -0.99571 0.63091 7.98596
C -5.83317 -1.61084 -11.61136
C 2.69280 1.05768 -0.76734
C -1.55159 1.78397 2.58640
C -4.00763 -0.51709 -6.53336
C -5.02044 -3.17198 10.65446
C -0.04761 0.20283 -1.69958
C 0.66739 2.52569 8.87908
C 9.58719 -1.20274 2.86970
C -0.60122 2.51699 -8.06655
C -0.06549 1.66889 2.37662
C -1.75910 2.99254 -5.93257
C -5.23441 0.42975 -10.40957
C 0.49229 2.88133 1.64196
C 0.74584 1.17702 9.60701
C 1.66298 2.54423 0.73454
C 3.61582 0.48788 0.30248
C -0.18991 -1.01850 -0.80623
H 11.72462 -2.80575 4.54891
H -1.88341 0.97733 3.22652
H 10.38402 -3.11028 2.23639
H -1.02576 0.42465 -2.10118
H -5.03751 -1.36047 9.40157
H 4.54888 -1.54102 -1.04488
H -4.61859 -2.58583 -6.36929
H 8.67799 -3.05182 4.77170
H -3.84387 -1.81676 -12.49799
H -1.78851 2.72325 3.08962
H 8.59530 -0.76806 2.97367
H -1.69698 0.63930 -8.02885
H -2.54235 -4.57582 9.78902
H 4.74775 2.17106 0.69460
H -2.30701 1.78528 -9.24794
H 0.40507 3.34635 9.54131
H -3.69289 -3.39595 12.34307
H -1.26206 0.12482 7.06019
H -5.88409 -3.03236 11.30155
H 5.76190 0.36750 -1.22975
H 9.79652 -4.32627 4.28658
H 1.59246 2.75585 8.35411
H 0.36327 3.34742 -6.28240
H -6.23447 -2.05735 -12.51922
H -5.33725 -3.76343 9.79317
H -4.10198 -4.92592 11.58174
H -2.43265 -3.50552 -6.37690
H -5.77292 0.36344 -12.49806
H 4.52059 1.19793 1.97117
H -1.70768 -3.67939 11.08156
H -1.82808 0.60607 8.67918
H -3.99047 -0.88120 -4.38665
H 0.01031 1.95282 4.31010
H 2.58448 0.38653 -1.60450
H 3.14822 1.98771 -1.11406
H -3.45910 0.11093 -7.23821
H -6.32618 -2.09148 -10.76431
H 0.25125 2.05117 -8.55718
H -0.73231 3.51403 -8.49298
H -0.08423 1.64917 -6.15850
H -5.64843 0.14767 -9.44187
H -0.11704 -1.89390 -1.43130
H 0.11572 -0.85104 9.11454
H -0.53905 1.85740 -0.49152
H 8.62782 -3.07501 2.30829
H -0.29655 3.33122 1.05127
H -3.07215 0.57474 -4.87340
H -2.39033 2.61881 0.90524
H 1.75541 0.99120 9.96989
H 0.12970 0.74258 1.85477
H 3.25763 3.42376 1.82171
H -7.14048 0.13143 -11.40952
H 0.59635 -1.09737 -0.06499
H 10.72786 -2.50064 5.99725
H 0.59378 0.03701 -2.55461
H 1.04910 -0.05302 7.85264
H 3.01596 -0.20541 0.87103
H 0.79197 3.60307 2.38919
H -1.89950 2.54599 -4.95116
H 2.55950 2.06917 2.64710
H 0.08152 1.18266 10.47281
H -4.31745 -1.14722 11.02129
H -1.89927 4.07020 -5.87334
H -4.05726 -2.73845 -10.98980
H -3.22786 1.36793 1.52199
H -1.13766 -0.99841 -0.29071
H 10.09132 -0.77091 2.00932
H -5.03754 -0.16673 -6.50622
H -1.81952 -2.27908 -7.51321
H 1.81878 3.41852 0.09825
H -4.16414 -2.12667 -8.00463
H -5.06477 1.50380 -10.44456
```



# 3
The following is a quantum chemistry calculation of the molecule C3H5FO2, from OMol25.

Molecular weight, g mol⁻¹: 92.07
Total energy, eV: -10003.1748
ΔE to the lowest compared entry with this formula, charge and spin, eV: 1.2884

Geometry as XYZ:
```
11
C3H5FO2, DFT wB97M-V/def2-TZVPD
F -0.82856 0.21540 -1.40827
O 0.51431 2.37249 -0.36870
O -1.40795 -0.38331 1.09693
C 0.88785 1.23892 -0.20038
C -0.30061 -0.89333 0.50602
C 0.28010 -0.02429 -0.61885
H -0.44210 -1.93802 0.15391
H 0.93963 -0.58274 -1.33786
H 1.76733 1.07466 0.53130
H 0.47805 -1.10567 1.30657
H -1.88805 0.02588 0.33934
```



# 4
The following is a quantum chemistry calculation of the molecule C6H10OS, from OMol25.

Molecular weight, g mol⁻¹: 130.21
Total energy, eV: -19264.2457
ΔE to the lowest compared entry with this formula, charge and spin, eV: 2.7840

Geometry as XYZ:
```
18
C6H10OS, DFT wB97M-V/def2-TZVPD
S -2.03629 -0.85771 -0.69844
O -0.01341 -1.98026 0.14110
C 0.17426 0.29459 0.54232
C 1.14569 -1.52527 -0.32892
C 2.62588 0.55471 -0.53343
C -2.86147 0.71573 -0.14214
C -0.77622 -0.94050 0.64800
C 1.39053 -0.22388 -0.24657
H 2.76539 0.94451 0.49394
H -0.26539 1.13090 0.07005
H -3.47543 1.31758 -1.05085
H 1.74463 -2.16266 -0.78553
H -3.58972 0.65361 0.82066
H -1.93500 1.43001 -0.01509
H -1.26529 -1.16280 1.64171
H 3.45194 -0.13566 -0.73541
H 0.36881 0.69932 1.58609
H 2.55109 1.24778 -1.40750
```



| no. | frontier orbital gap (eV) |
| --- | --- |
| 1 | 13.3314 |
| 2 | 7.3418 |
| 3 | 10.9981 |
| 4 | 9.1364 |